A molecular structure, C17H12Cu2F16N2O23S4. Source: the Open Molecules 2025 dataset; level of theory: ωB97M-V with the def2-TZVPD basis set.

Geometry as ORCA input:
```
! RIJCOSX wB97M-V def2-TZVPD def2/J DEFGRID3
* xyz -1 4
Cu 1.140 1.645 0.598
Cu 0.918 -1.974 -2.039
C 2.521 -4.164 -5.358
F 1.935 -4.906 -4.423
F 3.875 -4.338 -5.283
F 2.114 -4.671 -6.521
S 1.932 -2.227 -5.162
O 2.449 -1.458 -6.281
O 0.469 -2.283 -5.036
N 2.422 -1.885 -3.525
S 3.817 -1.152 -3.769
O 4.839 -1.887 -4.535
O 3.721 0.296 -4.044
C 4.579 -1.217 -1.993
F 5.447 -0.233 -1.834
F 3.658 -1.253 -1.005
F 5.373 -2.317 -1.977
C -2.045 2.278 2.809
F -0.978 1.746 3.391
F -2.974 1.333 2.728
F -2.523 3.195 3.655
S -1.638 3.099 1.102
O -1.782 2.194 0.007
O -2.577 4.223 0.952
N 0.105 3.400 1.188
S 0.137 4.892 1.528
O 0.166 5.830 0.409
O -0.659 5.244 2.715
C 1.937 5.102 2.273
F 2.200 4.262 3.256
F 2.750 4.846 1.258
F 2.059 6.296 2.736
C 0.223 -0.713 0.169
O -0.237 -1.863 -0.200
O -0.232 -0.044 1.061
O 1.095 -0.210 -0.586
C 1.392 0.187 5.991
C 2.886 0.593 5.926
O 2.920 1.238 4.673
C 1.919 0.749 3.887
O 1.887 0.972 2.716
O 1.012 0.151 4.667
F 3.607 -0.549 5.973
H 0.773 0.962 6.441
H 1.253 -0.724 6.574
H 3.127 1.148 6.833
C -3.601 -2.442 -0.814
C -3.753 -0.993 -1.367
O -5.112 -0.603 -1.091
C -5.772 -1.612 -0.423
O -6.949 -1.771 -0.334
O -4.850 -2.550 -0.050
F -3.504 -1.099 -2.624
H -2.706 -2.625 -0.218
H -3.594 -3.162 -1.633
H -2.964 -0.439 -0.858
C -0.357 -2.502 3.194
C -1.833 -2.154 2.904
O -2.329 -1.903 4.248
C -1.479 -2.240 5.194
O -1.668 -2.309 6.397
O -0.331 -2.734 4.582
F -2.371 -3.330 2.586
H 0.212 -1.573 3.157
H 0.151 -3.313 2.673
H -2.111 -1.419 2.149
C -1.133 1.453 -5.925
C -1.677 2.341 -4.799
O -1.560 1.503 -3.727
C -0.569 0.602 -3.958
O -0.184 -0.321 -3.184
O -0.159 0.733 -5.207
F -2.961 2.600 -5.052
H -0.793 2.036 -6.781
H -1.879 0.705 -6.192
H -1.169 3.306 -4.791
*
```

Values from the calculation:
<S²> ... 3.7575
Max |F| ... 7.4 eV Å⁻¹
Lowest unoccupied orbital energy (alpha / beta) ... 0.55 / -1.51 eV
HOMO-LUMO gap (alpha / beta) ... 3.090 / 6.912 eV

5 unconnected molecules or ions with the total composition CH12N2O3. Source: the Open Molecules 2025 dataset; level of theory: ωB97M-V with the def2-TZVPD basis set.

Geometry as ORCA input:
```
! RIJCOSX wB97M-V def2-TZVPD def2/J DEFGRID3
* xyz 0 1
N -2.459 -0.563 0.812
C -2.473 0.604 -0.149
N -1.242 1.268 -0.208
H -1.522 -0.957 0.885
H -3.111 -1.275 0.475
H -2.751 0.210 -1.126
H -3.286 1.258 0.194
H 1.774 1.546 -0.336
H -1.116 1.801 0.669
H -0.169 -0.117 -0.400
H 1.355 1.819 -0.879
O 0.087 -1.045 -0.327
H 1.039 -1.208 -0.476
H 3.056 -1.566 -1.491
O 2.638 -0.822 -1.054
H 3.292 -0.455 1.665
H 2.465 -0.364 0.374
O 2.424 -0.135 1.373
*
```

Values from the calculation:
Max |F| ... 1.9 eV Å⁻¹
Relative energy (zero: lowest compared OMol25 entry of this formula, charge and spin) ... 210.12 kcal/mol
Lowest unoccupied orbital energy ... -5.49 eV
HOMO-LUMO gap ... 3.647 eV

7 unconnected molecules or ions with the total composition C25H64F3IO7PS6. Source: the Open Molecules 2025 dataset; level of theory: ωB97M-V with the def2-TZVPD basis set.

Geometry as ORCA input:
```
! RIJCOSX wB97M-V def2-TZVPD def2/J DEFGRID3
* xyz -1 1
C 1.022 4.330 -1.020
C 1.735 3.469 -2.101
C 0.953 2.188 -2.438
O 1.025 1.285 -1.350
C 0.446 0.004 -1.719
P -0.743 -0.621 -0.316
C -2.327 -0.148 -1.331
C -2.725 1.362 -1.231
C -3.840 1.585 -0.155
C -5.200 1.425 -0.908
C -3.731 3.053 0.371
C -0.833 -2.411 -1.032
I 0.976 -3.524 -1.340
C -1.844 -3.288 -0.190
C -1.775 -4.823 -0.482
C 0.730 -0.991 0.933
F 0.574 -2.122 1.703
F 2.005 -0.891 0.478
F 0.686 0.000 1.912
H 1.784 4.908 -0.472
H 0.471 3.662 -0.340
H 0.355 5.070 -1.484
H 2.739 3.173 -1.770
H 1.772 4.056 -3.036
H 1.387 1.708 -3.338
H -0.092 2.487 -2.664
H 1.257 -0.689 -2.005
H -0.130 0.201 -2.644
H -1.630 -1.046 0.760
H -0.729 0.721 0.202
H -2.267 -0.387 -2.408
H -3.177 -0.711 -0.897
H -3.191 1.648 -2.197
H -1.865 2.036 -1.105
H -3.756 0.873 0.680
H -6.022 1.328 -0.179
H -5.354 2.341 -1.499
H -5.144 0.548 -1.569
H -4.027 3.713 -0.462
H -4.348 3.230 1.265
H -2.667 3.257 0.570
H -1.327 -2.333 -2.016
H -2.845 -2.956 -0.510
H -1.686 -3.158 0.887
H -2.747 -5.242 -0.151
H -1.008 -5.304 0.153
H -1.688 -5.065 -1.551
C -1.247 5.332 2.454
S -2.518 6.402 1.765
O -2.293 6.480 0.297
C -1.870 7.924 2.485
H -1.427 4.318 2.099
H -0.263 5.666 2.125
H -1.310 5.352 3.543
H -0.844 8.082 2.150
H -1.906 7.854 3.573
H -2.495 8.751 2.153
C -1.833 -8.533 -2.634
S -1.889 -8.054 -4.369
O -2.144 -6.591 -4.415
C -3.448 -8.877 -4.744
H -0.948 -8.086 -2.185
H -2.724 -8.169 -2.121
H -1.770 -9.620 -2.559
H -4.234 -8.492 -4.094
H -3.334 -9.953 -4.603
H -3.700 -8.672 -5.783
C 0.330 -2.338 -5.171
S 0.986 -0.778 -5.776
O 0.752 -0.735 -7.250
C 2.717 -1.205 -5.521
H -0.754 -2.315 -5.270
H 0.732 -3.163 -5.760
H 0.600 -2.457 -4.121
H 2.962 -2.104 -6.086
H 2.895 -1.365 -4.456
H 3.327 -0.374 -5.871
C -0.334 -7.778 3.799
S -1.538 -6.626 3.111
O -1.372 -6.640 1.633
C -0.736 -5.131 3.714
H -0.620 -8.786 3.503
H 0.658 -7.550 3.409
H -0.340 -7.703 4.887
H 0.282 -5.076 3.326
H -0.727 -5.139 4.805
H -1.305 -4.273 3.361
C 4.344 2.554 0.629
S 3.078 3.047 1.804
O 3.246 4.517 2.046
C 3.790 2.193 3.217
H 4.117 3.014 -0.329
H 5.321 2.894 0.977
H 4.333 1.469 0.523
H 4.804 2.551 3.400
H 3.795 1.120 3.021
H 3.172 2.398 4.089
C 6.538 6.024 5.529
S 5.140 5.106 6.199
O 5.364 3.668 5.882
C 3.932 5.734 5.023
H 7.427 5.753 6.095
H 6.679 5.765 4.479
H 6.353 7.094 5.633
H 4.243 5.495 4.005
H 3.834 6.813 5.146
H 2.975 5.257 5.228
*
```

Values from the calculation:
Max |F| ... 1.8 eV Å⁻¹
Lowest unoccupied orbital energy ... 1.96 eV
HOMO-LUMO gap ... 6.404 eV

- Which of these has the highest max |F|?
  C17H12Cu2F16N2O23S4